Computed, not measured: a molecular structure, C4H7NO2 at a distorted geometry, with ωB97M-V with the def2-TZVPD basis set.

Energy relative to the best compared isomer or geometry (same formula, charge and spin) (eV): 5.8036
Gap between HOMO and LUMO (alpha / beta) (eV): 5.9 / 5.9
E (eV): -9841.476
Multiplicity: 1

Element x y z (Å)
O1 0.99467 -0.05651 -1.61971
C1 0.78205 0.00857 1.03911
C2 0.18663 1.19784 0.38699
N1 -0.41735 0.54088 -0.78339
C3 -1.02237 -0.71321 -0.32012
C4 0.04722 -1.14871 0.73070
O2 0.12977 -2.31847 1.10117
H1 1.64494 -0.43888 -0.94811
H2 1.54615 0.07979 1.79317
H3 -0.60832 1.67017 0.99703
H4 0.85043 1.98132 0.01525
H5 -0.99978 1.13918 -1.40027
H6 -1.13959 -1.37994 -1.17120
H7 -1.99446 -0.56203 0.17939

Mulliken population analysis, charges in e, atoms 1 to 6:
1. O -0.405
2. C -1.058
3. C -0.254
4. N -0.152
5. C -0.300
6. C 0.603